# 1
Molecular formula: C21H25N3O4
Method: DFT, ωB97M-V/def2-TZVPD

```
53
Properties=species:S:1:pos:R:3:forces:R:3
C -6.14642 5.14425 -2.57217 0.07 -0.20 0.37
C -5.88511 4.99331 -1.07648 -0.01 0.41 -0.27
O -5.98598 3.65206 -0.63885 0.01 -0.32 0.07
C -4.98307 2.77466 -0.88691 0.11 -0.23 0.03
C -5.22120 1.45967 -0.47320 -0.05 0.20 -0.05
C -4.26778 0.48643 -0.65493 0.14 0.02 -0.07
C -3.05238 0.78427 -1.27199 -0.14 0.24 0.14
C -2.06006 -0.30961 -1.42888 0.02 0.01 -0.12
O -2.00102 -1.25628 -0.65885 -0.20 -0.11 0.10
N -1.25038 -0.20807 -2.50792 0.18 0.15 -0.28
C -0.16145 -1.12494 -2.76347 0.21 -0.01 0.06
C 1.15739 -0.48486 -2.30980 -0.33 -0.21 -0.14
O 1.70948 0.33364 -3.02737 -0.02 0.21 -0.31
N 1.63763 -0.81988 -1.10087 0.26 0.06 0.20
C 1.05790 -1.77818 -0.17709 -0.33 -0.33 0.30
C 1.55317 -1.49464 1.23749 -0.12 -0.07 -0.06
N 2.98438 -1.67382 1.30457 -0.16 -0.16 -0.12
C 3.61464 -1.80386 2.52496 0.22 -0.09 0.09
C 2.96571 -1.49300 3.72197 0.04 0.00 -0.11
C 3.57824 -1.66481 4.95067 0.05 -0.02 0.15
C 4.86941 -2.14631 5.02341 -0.01 -0.01 0.05
C 5.53205 -2.47035 3.85004 -0.05 0.05 -0.05
C 4.92457 -2.31977 2.61710 0.13 0.03 0.25
O 5.58520 -2.69650 1.47151 -0.07 -0.08 -0.05
C 3.70549 -1.27536 0.11156 0.14 0.15 -0.35
C 2.90282 -0.24713 -0.67589 0.35 0.13 -0.07
C -2.80975 2.09455 -1.66657 -0.03 -0.33 0.06
C -3.75969 3.08219 -1.47755 -0.23 0.35 0.02
H -7.12944 4.74906 -2.81535 -0.08 -0.01 -0.04
H -5.40554 4.60180 -3.15444 0.04 0.00 -0.09
H -6.11042 6.19516 -2.84562 0.01 0.11 -0.06
H -6.65899 5.51948 -0.51070 0.18 -0.03 -0.04
H -4.91137 5.41795 -0.80351 -0.10 -0.05 0.05
H -6.16641 1.23664 -0.00444 -0.11 -0.03 0.05
H -4.44376 -0.52662 -0.32714 -0.02 -0.08 0.05
H -1.28183 0.61832 -3.08258 -0.11 -0.07 0.06
H -0.08901 -1.29118 -3.84168 0.07 -0.01 0.19
H -0.37895 -2.06405 -2.25736 -0.02 0.06 -0.08
H 1.35006 -2.79777 -0.45956 -0.05 0.02 0.09
H -0.03250 -1.70595 -0.18026 0.22 -0.06 -0.02
H 1.24103 -0.47868 1.52752 -0.06 -0.07 0.04
H 1.07616 -2.20361 1.91949 -0.04 0.09 -0.05
H 1.96306 -1.09876 3.69487 -0.11 0.05 -0.06
H 3.04011 -1.41101 5.85154 -0.05 0.02 0.07
H 5.36015 -2.27912 5.97480 0.04 -0.01 0.09
H 6.53825 -2.86940 3.89023 0.08 -0.03 -0.01
H 6.43905 -3.07067 1.71892 -0.13 0.04 -0.01
H 4.66372 -0.83538 0.38888 -0.10 -0.03 -0.09
H 3.90675 -2.14767 -0.52376 0.09 0.16 -0.01
H 3.44548 0.06370 -1.57163 -0.04 -0.02 0.18
H 2.72411 0.64312 -0.06097 0.07 -0.01 -0.07
H -1.85936 2.37460 -2.09936 0.08 0.02 -0.04
H -3.52630 4.08879 -1.78722 -0.03 0.09 -0.02
```
Forces are in eV/Å.

Output
* lowest unoccupied orbital energy: 0.72 eV
* orbital gap: 8.2 eV
* net charge: 0
* structure (SMILES): CCOc1ccc(C(=O)NCC(=O)N2CCN(c3ccccc3O)CC2)cc1
* highest occupied orbital energy: -7.4 eV



# 2
Molecular formula: C6H15NO
Method: DFT, ωB97M-V/def2-TZVPD

```
23
Properties=species:S:1:pos:R:3:forces:R:3
C -1.15847 -3.13204 0.38365 1.89 0.87 0.77
C -0.09553 -2.29998 0.22177 -6.13 0.39 -3.81
C -0.08078 -1.16341 -0.78841 -1.76 -0.70 -0.54
C 0.94405 -0.07105 -0.55542 0.68 -0.55 -2.56
C 0.90236 1.06257 -1.62418 1.57 1.37 -0.92
N 2.27116 -0.65734 -0.41356 0.00 -0.84 -0.95
C 2.94283 -0.47644 0.87422 -2.03 -0.67 0.55
H -1.18198 -3.60276 1.33614 0.26 -1.08 0.53
H -2.02899 -3.37813 -0.19190 -0.18 0.80 -0.69
H 0.65771 -2.34324 0.82967 4.09 -0.26 3.90
H -1.11427 -0.73541 -0.81105 0.79 -0.03 0.21
H -0.05818 -1.64508 -1.75106 0.66 0.07 -0.94
H 0.61294 0.32261 0.32978 -0.35 1.41 2.58
H 1.55474 0.90951 -2.60360 -1.60 -0.08 2.11
H 1.19809 2.08427 -1.24977 0.93 -1.19 0.31
H -0.07658 1.45494 -1.84303 -1.03 -0.99 -0.70
H 2.20688 -1.59382 -0.87479 0.82 1.01 1.25
H 3.94339 -0.85957 0.90106 0.43 -0.45 -0.22
H 3.02313 0.59811 1.00525 -0.05 0.14 0.34
H 2.33760 -0.93203 1.76448 1.03 0.77 -1.21
O -4.76843 5.17388 1.56705 -1.23 -2.55 4.45
H -4.95758 4.19234 1.76245 0.48 2.42 -0.55
H -4.59437 5.22067 0.68510 0.76 0.13 -3.90
```
Forces are in eV/Å.

Output
* lowest unoccupied orbital energy: 0.83 eV
* orbital gap: 9.4 eV
* net charge: 0
* structure (SMILES): C=CC[C@H](C)NC.O
* highest occupied orbital energy: -8.6 eV



# 3
Molecular formula: C15H15NO5
Method: DFT, ωB97M-V/def2-TZVPD

```
36
Properties=species:S:1:pos:R:3:forces:R:3
C -0.58563 -2.23469 4.41850 -0.13 -0.33 -0.50
O -0.94583 -2.83830 3.16252 0.58 0.26 0.00
C -0.12188 -2.67965 2.08486 0.69 -0.27 -0.37
C -0.61302 -3.21485 0.87234 -0.22 0.59 0.51
C 0.07282 -3.01129 -0.30840 0.62 -0.37 0.16
C 1.34016 -2.42103 -0.28792 0.31 0.37 0.54
C 2.17273 -2.40250 -1.51319 -1.34 1.94 -0.86
O 3.45363 -2.11734 -1.27595 0.19 -0.32 -0.22
C 4.48292 -2.38998 -2.25572 -0.33 0.25 -0.22
O 1.38081 -1.00598 -2.23778 0.94 -1.62 0.98
C 1.70798 -0.64179 -3.45841 0.53 0.64 -1.44
C 2.28220 0.66152 -3.61737 -0.79 -0.80 0.09
C 2.47170 1.19289 -4.87250 0.30 -0.33 -0.40
C 2.21555 0.40290 -6.01314 -0.34 -0.60 1.50
N 2.72512 0.83690 -7.26888 0.47 1.17 -2.27
O 2.54724 0.11524 -8.27686 0.37 1.28 1.78
O 3.33665 1.93353 -7.29700 -1.07 -2.07 -0.17
C 1.62302 -0.87223 -5.88625 0.67 0.28 -0.14
C 1.43822 -1.42758 -4.63003 -0.19 0.72 0.81
C 1.82897 -1.84144 0.89389 -0.29 -1.01 0.23
C 1.15964 -2.07265 2.10451 -0.93 0.24 -0.01
H -1.47390 -2.38314 5.03436 0.25 0.10 0.05
H 0.27440 -2.75016 4.86379 -0.13 0.13 -0.05
H -0.37438 -1.16274 4.31030 -0.04 -0.23 -0.05
H -1.55684 -3.75160 0.91591 0.05 0.23 -0.15
H -0.32506 -3.32696 -1.27063 -0.02 -0.21 0.26
H 1.91218 -3.13259 -2.29333 0.46 0.09 0.31
H 5.40796 -1.99599 -1.83032 -0.23 -0.07 -0.01
H 4.60840 -3.46410 -2.44814 -0.27 0.22 0.15
H 4.26537 -1.85510 -3.18791 0.03 -0.17 0.17
H 2.50352 1.22301 -2.70842 -0.16 -0.10 -0.31
H 2.85587 2.20165 -4.98801 0.08 -0.27 -0.09
H 1.35200 -1.41517 -6.79042 0.25 0.07 0.24
H 1.01991 -2.43174 -4.51289 0.02 0.42 -0.09
H 2.75346 -1.26732 0.89022 -0.10 -0.39 -0.01
H 1.60250 -1.76868 3.05676 -0.22 0.16 -0.43
```
Forces are in eV/Å.

Output
* lowest unoccupied orbital energy: -0.42 eV
* orbital gap: 8.1 eV
* net charge: 0
* structure (SMILES): COc1ccc([C@H](OC)Oc2ccc([N+](=O)[O-])cc2)cc1
* highest occupied orbital energy: -8.5 eV



# 4
Molecular formula: C18H25N3O6S
Method: DFT, ωB97M-V/def2-TZVPD

```
53
Properties=species:S:1:pos:R:3:forces:R:3
O 4.29233 0.54207 -1.50009 -4.63 2.30 2.11
C 3.23290 0.92852 -0.76316 4.87 1.05 -10.82
N 2.11884 1.62963 -1.31313 8.60 -1.32 0.53
H 1.44830 1.81662 -0.71183 -4.35 1.11 3.15
C 2.02438 1.95125 -2.65139 1.61 -16.61 1.18
C 0.80720 1.01944 -2.96715 1.37 -1.67 -1.49
C -0.29101 1.62978 -3.07420 -11.29 7.66 -1.44
C -1.77943 1.17161 -3.18603 15.83 -11.12 1.01
C -1.73351 -0.21568 -3.10646 0.11 1.00 1.05
C -0.51552 -0.99731 -2.86714 -3.63 5.56 -2.25
C 0.61944 -0.44666 -3.07829 6.24 4.39 1.29
H 1.58623 -0.83923 -2.95080 0.86 -1.84 -0.06
O -0.73482 -2.19332 -2.69443 -3.62 -8.59 0.25
C -2.23979 -2.54302 -3.01140 3.82 10.67 11.95
O -2.80137 -1.06396 -3.02828 -0.05 -3.82 -0.33
H -2.47913 -3.11323 -2.12972 -0.83 0.31 0.32
H -2.31731 -3.02044 -3.75598 -1.09 -5.84 -11.02
H -2.56379 1.55852 -3.21884 -11.64 7.17 -0.69
H -0.64305 2.78740 -3.17746 2.79 -1.90 0.65
H 1.94315 2.68906 -3.12557 -1.57 12.16 -5.20
H 2.82106 1.38897 -3.35434 -0.69 1.13 2.35
C 3.23099 0.38331 0.44485 -11.19 3.53 3.84
C 2.04268 -0.67862 0.44780 -1.12 5.55 2.99
C 1.54773 -1.03810 1.82185 -8.70 7.26 -8.59
N 0.79941 0.49208 2.40116 14.77 -8.07 6.66
S -0.36766 1.06950 1.85391 -2.26 1.43 -6.02
O 0.04397 1.51749 0.57357 -1.28 0.69 -4.10
O -0.84539 2.09564 2.60652 -3.32 4.52 4.39
N -1.24747 -0.25405 1.77499 -4.89 0.26 -0.16
C -1.93046 -0.52326 3.14825 2.75 -6.02 -9.74
H -1.25390 -0.49202 3.75026 7.47 -0.24 7.45
C -2.70231 -1.67968 2.98455 2.94 -8.55 5.70
H -3.26989 -2.05730 3.91645 0.93 1.27 -0.84
O -3.55737 -1.74145 2.03795 -2.94 -0.17 -5.24
C -2.99133 -1.49392 0.74264 -3.31 -1.01 -3.09
H -4.00508 -1.64397 -0.11920 2.95 0.82 2.76
C -2.46023 -0.01012 0.74485 11.63 -12.58 -3.42
H -1.75712 -0.19651 -0.18933 -2.09 2.14 1.03
H -3.12113 0.60239 0.88912 -6.67 7.25 1.53
H -2.28099 -2.39914 0.30237 -1.14 2.56 1.77
H -1.88449 -2.74374 2.94709 -1.67 2.63 -0.25
H -2.52449 0.11940 3.23897 -8.44 10.39 1.83
C 2.21168 1.25462 2.76138 -4.62 0.88 4.42
C 2.91470 1.74043 1.57036 -9.69 -3.50 -6.12
H 2.09982 2.45849 0.88372 2.68 -1.76 2.61
H 3.62341 2.25461 1.90361 6.87 4.14 1.78
H 2.84694 0.70056 3.58851 -1.37 0.16 -2.16
H 1.71409 2.08235 3.53526 1.64 -1.31 -2.34
H 2.07013 -1.29358 2.50779 6.69 -3.02 8.38
H 0.66846 -1.57329 1.64085 -1.12 -1.35 0.39
H 1.21373 -0.28147 -0.16808 0.49 -0.75 0.35
H 2.48584 -1.47003 0.11626 2.34 -5.05 -2.78
H 3.89067 0.11935 1.00743 8.95 -3.91 4.41
```
Forces are in eV/Å.

Output
* lowest unoccupied orbital energy: 0.46 eV
* orbital gap: 8.6 eV
* net charge: 0
* highest occupied orbital energy: -8.1 eV



# 5
Molecular formula: C38H69BNO9
Method: DFT, ωB97M-V/def2-TZVPD

```
118
Properties=species:S:1:pos:R:3:forces:R:3
C -3.58098 -0.73476 -0.34564 1.26 0.40 1.18
O -3.35360 -0.01700 -1.60730 -1.23 -2.04 1.68
C -3.61765 -0.84929 -2.78959 -1.42 -0.25 -1.61
B -2.25366 -1.19734 -3.68693 -1.90 1.88 0.02
C -1.65066 0.30211 -4.13687 1.58 2.13 0.60
C -0.38327 0.72838 -3.13271 2.91 1.52 2.08
C 1.18498 0.27233 -3.42227 -0.56 1.32 2.41
C 2.46347 0.61556 -2.45584 -4.37 1.12 0.88
C 2.17608 1.48431 -1.08182 -2.74 -1.12 -2.93
C 0.65317 2.01001 -0.76107 0.20 -1.95 -2.55
C 0.39122 2.90846 0.59047 0.52 -0.04 -1.13
C -0.60179 1.64773 -1.75386 3.50 -1.33 -1.09
N -1.22530 -2.02724 -2.94347 1.63 -4.27 -0.23
C -1.84265 -3.09906 -2.07277 -3.00 -3.51 -1.16
C -1.33520 -3.28355 -0.48988 -0.22 -0.14 -0.82
O -2.76058 -3.94600 -2.54667 5.18 4.78 2.85
C -0.27934 -2.76479 -3.86724 -0.10 -1.97 -3.99
C 1.12877 -3.34234 -3.18214 -0.56 1.28 1.46
O -0.47624 -3.03983 -5.15853 1.09 2.15 7.13
H -2.56288 -0.64954 0.27180 -2.09 -0.18 -1.17
H -3.79449 -1.87981 -0.45051 0.20 2.19 -0.11
H -4.39823 -0.23187 0.35851 1.37 -0.94 -1.74
H -4.29156 -0.18326 -3.51645 1.20 -1.30 1.51
H -4.26613 -1.81451 -2.57608 1.12 1.94 0.08
H -2.65202 -1.67836 -4.68935 -0.35 -0.56 -0.59
H -1.35126 0.34116 -5.27758 -0.11 0.02 2.43
H -2.48524 1.14519 -4.00366 1.87 -1.74 -0.22
H 1.34964 -0.38143 -4.40530 -0.28 1.56 2.34
H 3.54343 0.20668 -2.75861 -2.64 1.08 0.86
H 3.08224 1.69901 -0.37262 -2.07 -0.31 -1.39
H 1.26001 2.68486 1.35463 -2.10 0.54 -1.57
H -0.68410 2.74547 1.06261 2.37 0.09 -1.03
H 0.45257 4.04621 0.25950 -0.07 -2.27 0.80
H -1.69895 2.02920 -1.51624 2.63 -0.97 -0.44
H -2.16291 -3.86733 0.09930 1.43 1.20 -1.27
H -1.09140 -2.25148 0.02831 -0.37 -2.29 -1.32
H -0.37855 -3.97432 -0.51158 -1.94 1.65 -0.07
H 1.31825 -2.66084 -2.22216 -0.41 -1.47 -2.02
H 2.06532 -3.20146 -3.86936 -2.10 -0.54 1.02
H 1.00376 -4.43951 -2.76492 0.20 2.11 -1.22
C 3.08480 -3.96259 1.78659 0.44 -0.57 0.02
C 3.23858 -2.46993 1.92452 0.07 0.38 0.39
C 2.45574 -1.95946 0.73447 -0.09 0.28 -0.38
O 1.41085 -2.90980 0.48506 0.58 -0.07 0.42
C 1.67183 -4.08803 1.26024 -0.39 0.09 -0.04
H 3.24197 -4.50877 2.72012 -0.11 0.02 -0.16
H 3.79576 -4.34180 1.04290 -0.07 0.01 0.05
H 2.76626 -2.13293 2.85480 0.07 0.01 -0.05
H 4.27836 -2.13324 1.92744 -0.11 0.00 -0.02
H 3.08283 -1.90935 -0.16198 0.02 0.13 0.01
H 2.02046 -0.97171 0.91148 -0.05 -0.12 -0.19
H 0.94475 -4.11679 2.07911 0.07 -0.10 0.01
H 1.53267 -4.97678 0.63860 -0.06 0.08 -0.02
C 2.38843 3.91358 -6.35862 0.37 0.01 -0.49
C 2.03944 3.08213 -5.15130 -0.41 -0.40 0.09
C 2.54090 3.94689 -4.01536 0.13 -0.06 0.48
O 2.42437 5.30968 -4.44704 -0.02 -0.04 -0.44
C 2.14873 5.31991 -5.85458 -0.16 0.35 0.22
H 1.79641 3.67174 -7.24490 0.05 0.05 0.07
H 3.44823 3.78102 -6.60680 -0.08 0.04 -0.05
H 0.95122 2.96801 -5.08169 0.16 -0.11 0.07
H 2.48799 2.08550 -5.15895 -0.14 0.18 0.07
H 3.59779 3.75240 -3.80437 0.02 -0.10 0.06
H 1.96885 3.80226 -3.09432 0.09 0.04 -0.11
H 1.10247 5.61592 -5.98778 -0.01 0.01 -0.12
H 2.78593 6.05776 -6.34980 -0.02 0.05 0.12
C 1.46200 4.05756 5.65976 0.48 0.02 0.54
C 0.49712 5.00566 4.99579 -0.56 0.20 0.09
C 0.92074 4.92460 3.54540 0.17 0.05 -0.46
O 1.43891 3.60363 3.33642 0.02 0.31 0.65
C 1.61223 2.97469 4.61377 -0.11 -0.40 -0.19
H 1.11097 3.67535 6.62162 0.03 -0.04 -0.17
H 2.42404 4.55877 5.81973 -0.06 -0.05 -0.01
H -0.52711 4.63072 5.10735 0.08 0.07 -0.01
H 0.53447 6.02239 5.39500 -0.01 -0.08 -0.08
H 1.72290 5.63692 3.32518 -0.06 0.10 -0.01
H 0.09187 5.10831 2.85570 0.14 -0.11 -0.03
H 0.83346 2.21142 4.71855 0.07 -0.03 0.12
H 2.58889 2.48459 4.65405 -0.08 0.03 -0.12
C -2.79543 1.48612 -9.49433 0.30 0.46 -0.37
C -2.82028 -0.01650 -9.38360 -0.29 -0.45 -0.26
C -2.40649 -0.23503 -7.94462 0.22 -0.24 0.45
O -2.86887 0.90125 -7.20151 -0.12 0.20 -0.63
C -3.28759 1.91242 -8.12857 -0.16 -0.06 0.50
H -3.40928 1.87696 -10.30975 0.05 0.01 0.07
H -1.76520 1.83021 -9.64458 -0.11 0.01 0.00
H -3.84202 -0.38282 -9.53828 0.10 -0.01 -0.01
H -2.16434 -0.52110 -10.09750 -0.06 0.02 0.10
H -1.31657 -0.27749 -7.84649 -0.01 -0.13 -0.01
H -2.83091 -1.14969 -7.52068 0.12 0.18 0.13
H -4.38158 1.96055 -8.09855 -0.04 0.11 -0.06
H -2.88705 2.88257 -7.82188 -0.03 -0.09 0.10
C 0.57304 -5.26050 6.37771 -0.07 0.55 0.37
C -0.28846 -6.16995 5.54018 -0.35 -0.54 0.07
C 0.30089 -5.98152 4.15931 -0.01 0.13 -0.45
O 1.69410 -5.69112 4.33755 -0.23 -0.01 0.37
C 1.92926 -5.42076 5.72638 0.41 -0.14 -0.14
H 0.57778 -5.51543 7.44048 0.03 0.04 -0.11
H 0.22889 -4.22452 6.27452 0.06 -0.10 0.05
H -0.15558 -7.20882 5.86451 -0.06 0.09 -0.04
H -1.35403 -5.93118 5.58552 0.12 -0.03 -0.05
H -0.15515 -5.12866 3.64548 -0.10 -0.10 0.01
H 0.18737 -6.86921 3.53037 0.11 0.13 0.00
H 2.47201 -6.27499 6.14560 0.03 0.05 0.10
H 2.55201 -4.52770 5.82794 0.00 -0.09 -0.12
C -1.36227 2.20637 9.66748 -0.07 0.55 0.37
C -2.22377 1.29691 8.82995 -0.35 -0.54 0.07
C -1.63442 1.48535 7.44908 0.02 0.11 -0.48
O -0.24121 1.77574 7.62732 -0.22 0.01 0.34
C -0.00605 2.04611 9.01614 0.40 -0.18 -0.13
H -1.35753 1.95144 10.73024 0.03 0.04 -0.11
H -1.70642 3.24235 9.56429 0.05 -0.10 0.06
H -2.09089 0.25805 9.15428 -0.06 0.09 -0.05
H -3.28934 1.53568 8.87528 0.12 -0.04 -0.04
H -2.09046 2.33821 6.93525 -0.09 -0.06 -0.03
H -1.74794 0.59765 6.82013 0.12 0.13 0.01
H 0.53670 1.19188 9.43536 0.03 0.06 0.09
H 0.61670 2.93917 9.11771 0.01 -0.08 -0.11
```
Forces are in eV/Å.

Output
* lowest unoccupied orbital energy: 1.77 eV
* orbital gap: 6.2 eV
* net charge: -1
* highest occupied orbital energy: -4.5 eV



# 6
Molecular formula: C5H11O2
Method: DFT, ωB97M-V/def2-TZVPD

```
18
Properties=species:S:1:pos:R:3:forces:R:3
C 2.44120 -1.85778 0.74372 2.05 -1.03 -1.21
C 3.44488 -0.89650 1.32034 -2.43 3.07 -1.12
C 1.01230 -1.53253 1.00261 -3.36 -0.27 -1.39
H 2.64186 -1.89716 -0.43000 -0.64 -0.40 2.36
H 2.80130 -2.79776 1.25353 -0.95 0.10 -0.98
H 4.20802 -1.28695 1.86156 2.31 -1.52 1.92
H 2.86633 -0.18047 1.95666 0.78 -0.22 -0.25
H 0.57992 -0.63742 0.38755 1.10 -1.26 1.34
H 0.42514 -2.41105 0.53003 0.49 1.00 0.71
H 3.96911 -0.31193 0.55654 -0.19 0.27 -0.10
H 0.61310 -1.47840 2.07036 1.03 0.07 -1.17
C -3.01990 0.35067 -0.66730 4.40 0.17 -1.43
C -1.78575 1.30814 -0.96413 1.46 -1.11 2.59
O -1.91103 2.47051 -1.36041 -1.23 0.64 -1.12
O -0.72051 0.82218 -0.49170 -0.10 -0.19 -0.74
H -2.76845 -0.17153 0.19540 -0.10 -0.52 1.83
H -3.05016 -0.35266 -1.43249 -0.15 -1.40 -1.62
H -3.79017 0.95178 -0.74374 -4.46 2.59 0.37
```
Forces are in eV/Å.

Output
* lowest unoccupied orbital energy (spin up / spin down): 6.34 / 6.31 eV
* orbital gap (spin up / spin down): 2.3 / 7.8 eV
* <S²>: 0.7506
* multiplicity: 2
* net charge: -2
* highest occupied orbital energy (spin up / spin down): 4.1 / -1.5 eV